No. 1
Density functional theory data (the ωB97M-V functional and the def2-TZVPD basis) for a cluster of 3 separate species, C4H10N2O2 in total at a distorted geometry.

Calculated values
Orbital gap (alpha / beta), eV: 6.6245 / 6.8953
Total energy, eV: -11380.5029
Energy above the lowest of the compared OMol25 structures with the same formula, charge and spin, eV: 6.400

ORCA input file:
```
! wB97M-V def2-TZVPD RIJCOSX def2/J DEFGRID3
* xyz 0 1
C -0.06806 0.86194 0.30098
C 2.14149 0.07031 0.76992
C -0.16164 -0.41493 0.84525
C -2.22714 -0.55808 0.32167
N -2.45794 -0.85754 -0.98099
N 0.11136 1.17104 -1.00148
O 2.35313 -0.39429 -0.56645
O -3.03895 -0.68787 1.20901
H 3.27308 -0.27549 -0.83175
H -0.34626 1.69241 0.94127
H -3.38159 -1.14816 -1.28661
H -1.75464 -0.66942 -1.67471
H 0.71622 0.53009 -1.51050
H 0.03337 2.14007 -1.26496
H 2.61452 1.03422 0.97329
H 2.41800 -0.68220 1.51021
H 0.17514 -1.31440 0.35334
H -0.40007 -0.49770 1.89252
*
```

***

No. 2
Density functional theory data (the ωB97M-V functional and the def2-TZVPD basis) for an isolated molecule of C4H10N2O2.

Calculated values
Orbital gap, eV: 10.0106
Total energy, eV: -11385.3502
Energy above the lowest of the compared OMol25 structures with the same formula, charge and spin, eV: 1.553
SMILES: CC(=O)NC[C@@H](N)O

ORCA input file:
```
! wB97M-V def2-TZVPD RIJCOSX def2/J DEFGRID3
* xyz 0 1
C -0.09297 2.49592 0.93413
C 0.87571 1.56702 0.24235
O 2.07576 1.63527 0.39482
N 0.34587 0.70916 -0.68927
C -0.71170 -0.23582 -0.44049
C -0.10679 -1.61865 0.04587
N -0.64942 -2.75779 -0.64483
O 1.27473 -1.65701 -0.17944
H -0.03028 3.46387 0.43165
H -1.11746 2.14221 0.88631
H 0.20706 2.63975 1.97080
H 1.09526 0.25447 -1.21169
H -1.40836 0.15036 0.30532
H -1.25693 -0.39574 -1.36793
H -0.32902 -1.73933 1.11981
H -0.25857 -2.80914 -1.57758
H -1.65670 -2.71388 -0.69987
H 1.74382 -1.13069 0.48004
*
```

***

No. 3
Density functional theory data (the ωB97M-V functional and the def2-TZVPD basis) for a structure of composition C4H10N2O2.

Calculated values
Orbital gap, eV: 9.4338
Total energy, eV: -11383.4069
Energy above the lowest of the compared OMol25 structures with the same formula, charge and spin, eV: 3.496

ORCA input file:
```
! wB97M-V def2-TZVPD RIJCOSX def2/J DEFGRID3
* xyz 0 1
C -1.74987 1.12934 -0.48404
O -2.54226 0.19100 -0.07812
H -1.80917 -0.74857 0.22234
H -1.55867 1.97910 0.18554
H -1.73934 1.37346 -1.55597
H -0.51693 0.60909 -0.42454
C 0.70169 -0.91915 -1.46367
C 1.10010 0.09114 0.91468
C 0.14132 -0.52151 -0.11152
N 0.51967 0.25206 2.14210
N 2.29613 0.47316 0.68438
O -0.79258 -1.29626 0.38327
H 1.13929 0.51192 2.89302
H -0.24735 -0.36164 2.36819
H 2.55922 0.34492 -0.28685
H 1.25915 -0.11387 -1.94228
H -0.12325 -1.21506 -2.11021
H 1.36283 -1.77913 -1.33631
*
```

***

No. 4
Density functional theory data (the ωB97M-V functional and the def2-TZVPD basis) for a structure of composition C4H10N2O2 at a distorted geometry.

Calculated values
Orbital gap (alpha / beta), eV: 8.0158 / 8.0152
Total energy, eV: -11381.6981
Energy above the lowest of the compared OMol25 structures with the same formula, charge and spin, eV: 5.205

ORCA input file:
```
! wB97M-V def2-TZVPD RIJCOSX def2/J DEFGRID3
* xyz 0 1
C -0.28564 -0.61340 -0.71002
C 0.01889 0.47022 0.14347
C 2.85011 0.68480 0.32362
C -1.91858 0.69750 -0.39738
N -2.77440 0.10338 0.45589
N -0.41896 -1.85614 -0.19394
O 1.82219 -0.23971 0.36551
O -2.17019 1.56997 -1.18526
H -0.23690 -0.47880 -1.78437
H -2.48159 -0.70841 0.97386
H -3.75629 0.34044 0.43288
H 0.19772 -2.03668 0.59071
H -0.51747 -2.62287 -0.84095
H -0.12262 0.37626 1.21116
H 0.29448 1.41668 -0.30073
H 2.67003 1.49920 -0.41152
H 3.80369 0.21468 0.03099
H 3.02554 1.18289 1.29608
*
```

***

No. 5
Density functional theory data (the ωB97M-V functional and the def2-TZVPD basis) for a cluster of 2 separate species, C4H10N2O2 in total at a distorted geometry.

Calculated values
Orbital gap, eV: 10.0343
Total energy, eV: -11385.4418
Energy above the lowest of the compared OMol25 structures with the same formula, charge and spin, eV: 1.461
SMILES: CC(N)=O.CC(N)=O

ORCA input file:
```
! wB97M-V def2-TZVPD RIJCOSX def2/J DEFGRID3
* xyz 0 1
C -1.05408 -1.26763 1.38194
C -1.39131 0.12908 1.59335
N -1.40450 0.63504 2.86215
O -1.27031 0.91407 0.65346
H -1.96049 -1.90478 1.50992
H -0.23304 -1.64445 2.03272
H -0.85924 -1.52232 0.35635
H -1.45366 1.67841 3.10070
H -1.17742 -0.00851 3.72330
C 0.45828 1.05136 -2.24807
C 1.53481 0.03478 -2.33363
N 2.04107 -0.50137 -1.13492
O 1.96747 -0.22147 -3.42015
H -0.52351 0.50094 -2.34363
H 0.44452 1.70390 -3.12431
H 0.30145 1.59155 -1.35413
H 2.82012 -1.12146 -0.93730
H 1.75984 -0.04715 -0.31775
*
```

***

No. 6
Density functional theory data (the ωB97M-V functional and the def2-TZVPD basis) for an isolated molecule of C4H10N2O2 at a distorted geometry.

Calculated values
Orbital gap, eV: 10.0352
Total energy, eV: -11385.0177
Energy above the lowest of the compared OMol25 structures with the same formula, charge and spin, eV: 1.885
SMILES: NCC[C@H](N)C(=O)O

ORCA input file:
```
! wB97M-V def2-TZVPD RIJCOSX def2/J DEFGRID3
* xyz 0 1
N 0.44573 2.63647 1.37520
C 0.73592 1.56702 0.37663
C -0.04580 0.25609 0.56416
C -0.02278 -0.67494 -0.61934
N -1.30689 -0.65424 -1.41670
C 0.04605 -2.14303 -0.18229
O -0.48528 -2.53293 0.81709
O 0.79416 -2.85685 -1.03076
H -0.50792 2.92883 1.23265
H 0.54875 2.22903 2.29458
H 0.58439 2.10546 -0.56682
H 1.81697 1.37066 0.43758
H -1.00694 0.75778 0.74891
H 0.10172 -0.22626 1.52523
H 0.66034 -0.50887 -1.45857
H -2.02349 -0.12334 -0.95749
H -1.14258 -0.35667 -2.36829
H 0.80764 -3.77420 -0.77179
*
```